# C30H41F9N2O8S5

C30H41F9N2O8S5 as an isolated structure in a non-equilibrium geometry (ωB97M-V/def2-TZVPD, OMol25).

- Kohn-Sham gap: 0.278 hartree
- E_tot: -4768.7711 Eh

XYZ file:
```
95
Properties=species:S:1:pos:R:3:forces:R:3
C 3.3568 -0.6287 4.1801 -0.05 0.35 -0.18
F -2.5478 -0.1739 0.6403 -0.23 0.26 -0.50
C -2.5389 1.4328 -5.9432 0.01 -0.06 -0.33
H 0.9408 -1.3788 3.0418 0.03 -0.02 0.05
H -3.7916 5.6418 3.0550 0.01 0.01 -0.02
H -1.5603 7.5394 3.8584 0.04 0.08 -0.10
H 1.5835 -1.5721 1.4294 0.06 -0.12 0.02
O 1.9041 -4.3251 -4.9712 -0.18 0.10 -0.04
C -0.7226 1.2276 -4.3275 -0.88 -0.27 -0.31
H 3.6758 -0.4343 2.0529 0.02 0.03 0.03
H 3.1182 -3.2900 2.1382 0.09 -0.01 0.08
C -1.1225 -0.0015 -3.9057 0.50 -0.21 0.77
O -0.9353 8.5015 1.5096 -0.04 0.13 -0.03
H 0.3404 -4.7146 5.8824 -0.05 -0.06 -0.10
H 0.5743 3.1905 -7.3799 -0.96 -1.69 -0.74
H -1.2481 -2.4460 -1.9583 -0.08 -0.05 0.23
H -3.0930 1.9467 -6.7167 0.08 0.05 0.00
H -2.2774 -1.0759 -1.8043 0.05 0.20 0.27
H 1.8021 -3.5541 3.3108 0.10 -0.08 0.03
H 0.3197 -2.3173 5.4249 0.07 -0.03 0.06
S 3.6565 -2.3889 4.2571 -0.31 0.08 -0.13
H -2.3474 5.2764 3.9894 -0.01 0.01 0.01
F 0.4394 1.3730 -0.4589 0.06 -0.51 -0.19
H 4.1533 -3.6367 -6.1140 -0.13 -0.03 0.03
S -2.2832 8.0149 1.6530 -0.16 -0.18 0.00
H -3.4137 -2.7971 4.6339 0.01 -0.13 -0.11
C -1.2170 -0.0784 0.5321 1.33 -0.59 0.60
C 4.7013 -4.1643 -3.2344 0.01 0.01 -0.12
C -1.7893 2.1266 -0.8273 1.25 0.67 -0.54
C -0.5940 -4.1735 6.0162 0.21 0.14 0.21
H -0.9533 4.0802 -5.0402 -1.71 0.37 -0.53
H -3.3151 7.8358 3.7952 0.05 0.14 -0.07
H 0.1498 1.6834 -3.8770 0.00 0.02 -0.01
S -4.0740 -1.9562 -5.2362 0.51 0.25 0.31
C -0.9224 3.2817 -5.7886 0.20 0.06 -0.44
F -1.0614 2.8884 -1.6597 0.04 0.02 -0.02
F -1.0908 -2.3832 0.3463 -0.03 0.15 0.43
H 0.4029 -0.0449 -2.4239 -0.05 -0.01 0.08
O -3.4196 8.8383 1.3319 0.13 0.17 -0.04
C -1.2360 -1.3794 -1.7371 0.46 -0.05 -0.57
H -2.0213 -2.1761 3.7123 0.04 -0.11 -0.05
H 2.3718 0.5838 2.6704 0.01 0.00 -0.01
H -0.9446 5.4114 1.9709 0.00 0.00 -0.04
C -2.4202 6.4526 0.7898 0.05 -0.36 -0.03
O -2.6274 -5.3365 4.7933 0.05 -0.10 -0.24
H -2.4460 -2.2323 6.7219 -0.01 -0.02 -0.02
H 5.5020 -2.2349 -3.7804 -0.02 0.00 0.00
F -2.5160 2.9692 -0.1054 -0.64 -0.51 -0.02
F -2.5410 1.3473 -1.5802 -0.41 -0.18 0.31
C -1.7779 -2.0406 5.8797 0.03 -0.09 0.02
S 2.5742 -3.1818 -4.4110 0.29 0.06 0.14
H 2.5894 -0.3921 4.9174 0.03 -0.05 0.04
C -0.4069 -2.6697 6.1611 -0.05 0.15 -0.09
C 5.2383 -3.1722 -4.2745 -0.03 0.00 0.08
F -0.7527 -0.2328 1.8044 0.19 -0.10 -0.30
C -0.7713 1.3507 0.1007 -0.85 0.61 0.42
C 2.8458 -0.3935 2.7622 -0.10 -0.10 -0.05
C -1.4251 1.9566 -5.3683 2.05 -0.53 0.90
H -1.7713 6.4607 -0.0830 -0.01 0.16 0.00
C -2.4785 7.3406 3.3089 -0.08 -0.28 0.28
F -0.6793 2.0872 1.2295 -0.03 0.09 0.03
H 3.3768 -2.7644 -2.2302 -0.06 0.02 -0.04
H 5.3533 -4.2320 -2.3650 -0.01 -0.01 0.00
H 2.6937 -4.4084 -2.3697 -0.13 0.05 -0.08
C -0.6799 -1.2742 -0.3288 -0.88 -0.77 -0.84
C 4.1182 -2.9233 -5.2929 0.40 0.07 -0.05
H 4.1374 -1.9089 -5.6833 -0.16 -0.02 -0.04
C -2.0283 5.4094 1.8306 0.05 0.17 0.19
C -2.3307 -2.7063 4.6123 -0.08 0.39 0.13
O 5.0079 -2.6443 3.8272 0.03 -0.09 0.16
N -4.0123 -0.5448 -5.9893 -0.42 0.15 -0.45
H -1.1495 -4.5873 6.8574 -0.05 -0.04 -0.06
C -0.3441 -0.7262 -2.8273 -0.53 -0.10 -0.49
O 1.8932 -1.9168 -4.2474 0.22 -0.30 -0.34
C 3.3144 -3.6571 -2.8529 0.23 -0.12 0.21
H -0.0373 -2.4075 7.1509 0.06 -0.01 -0.02
H 4.6251 -5.1596 -3.6774 -0.02 -0.01 0.04
H 4.2750 -0.0925 4.4088 0.04 -0.12 0.09
C 1.8584 -1.5358 2.4728 0.27 0.06 0.43
O 3.1515 -2.9001 5.5081 0.19 -0.11 0.08
H -1.7111 -0.9602 5.7560 -0.01 -0.01 -0.01
H 6.1358 -3.5469 -4.7643 -0.01 0.01 -0.01
N -2.7890 -1.8003 -4.2488 -0.46 -0.29 -0.28
C -2.9722 0.1417 -5.5253 -0.03 -0.71 0.50
F 0.6805 -1.3663 -0.3830 -0.27 0.64 0.28
H -3.4595 6.3344 0.4835 -0.01 0.07 0.00
H -0.9156 4.2451 -7.6893 1.16 1.56 0.75
S -1.6060 -4.3511 4.5534 -0.02 0.07 0.27
C -2.2746 -0.6110 -4.5125 0.55 1.28 -0.25
C 2.5292 -2.8369 2.9337 -0.33 0.00 -0.29
C -2.7198 5.8361 3.1323 0.00 0.01 -0.07
C -0.3835 3.5635 -7.0241 -0.45 0.16 0.28
O -0.7371 -4.4286 3.4035 -0.04 -0.08 -0.05
H -2.3249 4.4131 1.5263 0.00 -0.02 0.04
H 0.2190 -1.5140 -3.3398 -0.22 0.26 0.42
```
Forces are in eV/Å.